No. 1
Computed, not measured: 7 unconnected molecules or ions with the total composition C47H81BrClN3O19S, with wB97M-V/def2-TZVPD.

* charge: 0
* HOMO-LUMO gap: 8.1 eV
* E_HOMO: -8.252 eV

Each line ends with the Löwdin charge.
CARTESIAN COORDINATES (ANGSTROEM)
C -1.605 -3.261 0.552  0.019
C -2.869 -3.775 -0.224  -0.457
O -2.802 -4.881 -0.723  0.095
O -4.045 -3.022 -0.314  -0.072
C -5.040 -3.721 0.504  -0.162
C -6.263 -2.774 0.901  -0.125
C -5.955 -1.324 0.375  -0.133
C -4.970 -0.514 1.165  -0.423
Br -4.209 -1.303 2.809  0.770
C -4.606 0.872 0.697  -0.206
C -5.279 1.381 -0.546  -0.327
C -6.249 0.609 -1.334  -0.078
C -6.869 1.239 -2.620  -0.145
O -5.934 0.942 -3.706  -0.149
N -6.287 1.710 -4.821  -0.021
O -6.662 0.974 -5.662  0.082
C -6.559 -0.768 -0.852  -0.114
O -7.481 -1.558 -1.626  0.021
C -6.801 -2.024 -2.731  -0.269
N -6.226 -2.438 -3.637  0.197
S -4.779 3.074 -1.047  0.954
C -2.985 3.036 -0.670  -0.419
C -1.996 3.685 -1.536  -0.606
Cl -2.456 4.601 -2.995  0.618
C -0.565 3.566 -1.161  -0.062
C -0.179 2.819 0.039  -0.184
C 1.379 2.705 0.332  -0.139
C 1.817 1.169 0.199  -0.184
C 1.263 0.482 -1.117  -0.138
C 2.371 -0.387 -1.888  -0.166
O 2.174 -0.156 -3.325  -0.081
C 1.363 -1.139 -3.878  -0.337
O 0.419 -0.928 -4.593  0.090
C -1.177 2.170 0.968  0.059
C -2.621 2.296 0.585  -0.186
N -3.666 1.701 1.431  0.045
H -1.182 -4.132 1.123  0.090
H -1.930 -2.413 1.221  0.042
H -0.792 -2.876 -0.134  0.089
H -4.492 -4.037 1.447  0.116
H -5.345 -4.662 -0.026  0.134
H -7.256 -3.169 0.534  0.124
H -6.343 -2.794 2.031  0.084
H -6.939 2.364 -2.588  0.097
H -7.889 0.804 -2.848  0.141
H 0.160 4.078 -1.851  0.115
H 1.610 3.034 1.380  0.110
H 1.959 3.283 -0.436  0.113
H 1.323 0.643 1.075  0.092
H 2.930 1.028 0.309  0.110
H 0.809 1.184 -1.864  0.118
H 0.467 -0.271 -0.823  0.111
H 2.215 -1.498 -1.711  0.118
H 3.418 -0.055 -1.660  0.110
H 1.627 -2.227 -3.687  0.154
H -0.837 1.605 1.873  0.108
H -3.211 1.200 2.196  0.072
C 5.501 -1.709 -2.349  -0.118
O 6.268 -0.645 -1.806  -0.194
C 7.264 -1.097 -0.893  -0.194
C 8.628 -1.225 -1.560  -0.195
O 8.626 -2.224 -2.576  -0.196
C 8.434 -1.682 -3.877  -0.109
H 5.023 -1.351 -3.263  0.093
H 6.110 -2.581 -2.598  0.088
H 4.723 -2.003 -1.637  0.078
H 6.962 -2.040 -0.427  0.123
H 7.335 -0.344 -0.102  0.127
H 9.357 -1.540 -0.807  0.114
H 8.962 -0.264 -1.965  0.127
H 9.386 -1.295 -4.254  0.088
H 7.689 -0.885 -3.890  0.083
H 8.096 -2.488 -4.530  0.090
C 0.879 -7.395 0.490  -0.110
O 1.878 -6.972 -0.426  -0.197
C 2.123 -7.929 -1.452  -0.201
C 1.360 -7.602 -2.729  -0.204
O -0.048 -7.673 -2.537  -0.190
C -0.631 -6.399 -2.283  -0.112
H 0.502 -6.513 1.011  0.080
H 0.040 -7.888 -0.006  0.087
H 1.317 -8.078 1.225  0.087
H 1.888 -8.939 -1.101  0.125
H 3.195 -7.893 -1.670  0.122
H 1.615 -8.349 -3.488  0.124
H 1.647 -6.619 -3.119  0.123
H -0.783 -5.873 -3.232  0.094
H -0.018 -5.783 -1.622  0.078
H -1.598 -6.558 -1.810  0.070
C 0.586 0.310 7.112  -0.109
O 1.260 -0.864 6.680  -0.186
C 0.671 -1.441 5.522  -0.205
C 1.355 -1.034 4.236  -0.204
O 1.206 0.358 4.001  -0.216
C 2.338 1.109 4.413  -0.107
H 1.265 0.875 7.752  0.091
H 0.286 0.950 6.278  0.080
H -0.300 0.035 7.694  0.089
H -0.395 -1.196 5.468  0.124
H 0.763 -2.526 5.636  0.127
H 0.859 -1.548 3.405  0.121
H 2.410 -1.328 4.224  0.130
H 3.108 1.055 3.637  0.087
H 2.755 0.760 5.360  0.086
H 2.027 2.148 4.534  0.091
C -0.880 7.233 0.152  -0.105
O 0.444 6.780 -0.102  -0.209
C 1.162 7.644 -0.975  -0.200
C 2.056 8.611 -0.210  -0.200
O 1.298 9.508 0.597  -0.193
C 1.204 9.081 1.949  -0.112
H -1.235 6.748 1.063  0.092
H -0.931 8.315 0.295  0.084
H -1.534 6.946 -0.678  0.079
H 0.475 8.182 -1.637  0.128
H 1.796 7.008 -1.601  0.123
H 2.606 9.223 -0.932  0.124
H 2.789 8.073 0.398  0.125
H 2.116 9.364 2.484  0.087
H 1.053 8.003 2.036  0.081
H 0.354 9.590 2.404  0.090
C 8.929 -4.836 4.424  -0.112
O 9.868 -5.106 3.392  -0.192
C 9.280 -5.089 2.096  -0.197
C 9.482 -3.751 1.398  -0.201
O 8.815 -2.691 2.081  -0.208
C 9.684 -1.971 2.946  -0.108
H 9.482 -4.524 5.311  0.090
H 8.230 -4.042 4.154  0.082
H 8.369 -5.746 4.661  0.088
H 8.218 -5.349 2.151  0.127
H 9.782 -5.865 1.510  0.126
H 9.042 -3.810 0.397  0.118
H 10.547 -3.523 1.280  0.129
H 10.254 -1.241 2.363  0.087
H 10.374 -2.624 3.482  0.084
H 9.069 -1.440 3.674  0.090
C -12.410 4.650 -2.137  -0.112
O -11.620 5.684 -1.569  -0.193
C -10.664 5.196 -0.635  -0.200
C -9.289 5.022 -1.266  -0.196
O -9.295 4.027 -2.286  -0.212
C -9.431 4.583 -3.589  -0.107
H -12.851 5.029 -3.061  0.090
H -11.824 3.759 -2.375  0.082
H -13.216 4.379 -1.448  0.088
H -11.011 4.261 -0.182  0.126
H -10.588 5.943 0.161  0.125
H -8.592 4.679 -0.493  0.124
H -8.911 5.972 -1.657  0.128
H -8.456 4.939 -3.937  0.089
H -10.148 5.405 -3.618  0.084
H -9.778 3.794 -4.258  0.090

No. 2
Computed, not measured: 2 unconnected molecules or ions with the total composition C33H65ClF2N2O7P, with wB97M-V/def2-TZVPD.

* charge: +1
* HOMO-LUMO gap: 6.2 eV
* E_HOMO: -10.999 eV

Each line ends with the Löwdin charge.
CARTESIAN COORDINATES (ANGSTROEM)
C -1.392 1.840 7.578  -0.150
C -0.472 1.873 6.202  -0.258
C -1.321 1.503 4.848  -0.203
C -0.940 0.001 4.238  -0.189
C -0.892 0.092 2.614  -0.140
C 0.238 -0.846 1.854  -0.221
C 0.007 -2.325 2.479  -0.135
C 0.985 -2.777 3.707  -0.179
C 1.628 -4.306 3.532  -0.221
C 0.758 -5.339 4.503  -0.194
C 1.757 -6.654 4.764  -0.277
N 1.851 -7.536 3.534  -0.062
C -0.260 -1.073 0.276  -0.213
F 0.501 -2.043 -0.577  -0.068
C -1.786 -1.546 -0.047  -0.061
C -1.952 -2.797 -1.085  -0.162
O -1.732 -2.424 -2.522  -0.131
C -1.377 -3.739 -3.147  -0.259
O -2.303 -4.581 -3.640  0.008
C 0.211 -4.215 -3.203  -0.142
C 1.077 -3.105 -4.080  -0.118
C 0.333 0.341 -0.294  0.162
N 1.431 0.703 0.442  0.005
C 2.060 1.969 -0.068  -0.106
C 2.219 2.022 -1.734  -0.130
C 3.538 2.932 -2.175  -0.214
O 4.570 1.961 -2.609  -0.137
C 1.757 -0.224 1.619  -0.229
C 1.997 0.885 2.822  -0.093
C 3.497 1.489 2.982  -0.125
F 3.368 2.953 3.330  -0.144
C 3.094 -1.105 1.665  -0.146
C 3.135 -2.573 0.976  -0.607
C 3.651 -2.406 -0.606  -0.143
Cl 4.522 -3.545 1.816  0.542
H -2.018 0.840 7.698  0.086
H -0.647 1.955 8.495  0.083
H -2.148 2.755 7.639  0.087
H 0.395 1.088 6.368  0.102
H 0.017 2.923 6.036  0.109
H -2.474 1.481 5.151  0.122
H -1.211 2.340 4.036  0.101
H -0.011 -0.430 4.781  0.085
H -1.862 -0.691 4.549  0.133
H -0.730 1.205 2.212  0.116
H -2.013 -0.154 2.283  0.138
H 0.090 -3.193 1.663  0.122
H -1.118 -2.416 2.872  0.138
H 1.811 -1.973 4.001  0.103
H 0.293 -2.859 4.677  0.109
H 1.554 -4.712 2.437  0.096
H 2.742 -4.305 3.946  0.092
H -0.172 -5.739 3.913  0.110
H 0.462 -4.853 5.541  0.115
H 1.371 -7.321 5.646  0.113
H 2.848 -6.230 4.961  0.119
H 2.647 -7.218 2.918  0.071
H 0.968 -7.494 2.967  0.065
H -2.338 -0.610 -0.540  0.144
H -2.424 -1.808 0.918  0.135
H -3.103 -3.113 -1.042  0.160
H -1.362 -3.778 -0.781  0.144
H 0.601 -4.320 -2.083  0.111
H 0.364 -5.262 -3.716  0.132
H 0.738 -2.026 -3.728  0.076
H 0.824 -3.286 -5.210  0.094
H 2.218 -3.295 -3.836  0.082
H -0.220 0.806 -1.209  0.178
H 3.126 2.220 0.333  0.126
H 1.363 2.881 0.262  0.171
H 1.219 2.505 -2.163  0.113
H 2.342 0.943 -2.168  0.117
H 3.262 3.713 -3.034  0.140
H 3.952 3.519 -1.246  0.134
H 4.149 1.522 -3.425  0.117
H 1.278 1.834 2.731  0.144
H 1.800 0.279 3.832  0.131
H 4.105 1.006 3.887  0.150
H 4.195 1.442 2.053  0.108
H 3.475 -1.268 2.786  0.127
H 3.955 -0.492 1.104  0.144
H 2.160 -3.203 0.986  0.080
H 3.449 -3.431 -1.181  0.099
H 3.008 -1.539 -1.087  0.067
H 4.786 -2.098 -0.661  0.093
O -4.254 3.439 -6.336  -0.210
P -3.218 3.753 -5.229  0.737
O -4.017 2.908 -4.049  -0.232
C -3.880 1.499 -4.038  -0.293
C -2.517 1.086 -3.516  -0.093
O -3.844 5.252 -4.857  -0.236
C -4.476 6.030 -5.861  -0.312
C -5.984 5.864 -5.786  -0.072
O -2.060 4.104 -3.992  -0.224
C -0.780 4.482 -4.477  -0.330
C -0.813 5.823 -5.185  -0.078
H -4.054 1.094 -5.039  0.114
H -4.658 1.102 -3.378  0.124
H -1.729 1.386 -4.213  0.065
H -2.464 0.001 -3.384  0.063
H -2.304 1.570 -2.559  0.066
H -4.090 5.779 -6.855  0.104
H -4.220 7.078 -5.679  0.117
H -6.282 4.810 -5.798  0.074
H -6.473 6.373 -6.621  0.081
H -6.365 6.282 -4.850  0.079
H -0.402 3.700 -5.143  0.107
H -0.109 4.540 -3.615  0.106
H -1.389 5.762 -6.115  0.073
H 0.199 6.154 -5.435  0.083
H -1.291 6.584 -4.558  0.093

No. 3
Computed, not measured: a molecular structure, C33H24Br2N4O2PdS, with wB97M-V/def2-TZVPD.

* charge: 0
* HOMO-LUMO gap: 6.6 eV
* E_HOMO: -7.449 eV

Each line ends with the natural charge from an NBO analysis.
CARTESIAN COORDINATES (ANGSTROEM)
Pd -0.385 0.135 -0.115  0.874
C 3.685 5.019 -4.076  -0.629
C 3.348 3.715 -3.402  -0.001
C 4.346 2.896 -2.890  -0.237
C 4.036 1.684 -2.284  -0.119
C 2.711 1.296 -2.190  -0.373
C 1.693 2.096 -2.701  -0.176
C 2.020 3.297 -3.301  -0.206
S 2.293 -0.206 -1.362  2.349
O 3.481 -1.003 -1.256  -0.945
O 1.134 -0.749 -2.047  -0.979
N 1.690 0.252 0.047  -1.001
C 2.335 0.432 1.243  0.171
C 3.690 0.528 1.459  -0.263
C 4.198 0.716 2.759  -0.170
C 3.382 0.807 3.848  -0.245
C 1.982 0.703 3.676  -0.095
C 1.060 0.775 4.743  -0.114
C -0.274 0.649 4.497  -0.274
C -0.707 0.447 3.175  0.073
N 0.112 0.389 2.159  -0.486
C 1.455 0.513 2.378  0.202
H 4.732 5.279 -3.929  0.216
H 3.072 5.832 -3.684  0.219
H 3.500 4.958 -5.150  0.223
H 5.381 3.204 -2.969  0.211
H 4.811 1.035 -1.899  0.229
H 0.663 1.768 -2.634  0.238
H 1.233 3.925 -3.704  0.210
H 4.367 0.440 0.621  0.230
H 5.270 0.789 2.892  0.214
H 3.788 0.956 4.840  0.212
H 1.430 0.927 5.751  0.216
H -1.003 0.698 5.295  0.224
H -1.759 0.318 2.948  0.204
Br -4.383 2.373 3.444  0.072
C -3.465 2.245 1.796  -0.016
C -2.878 3.372 1.246  -0.317
C -2.229 3.199 0.038  0.070
N -2.126 2.040 -0.605  -0.475
C -2.653 0.933 -0.033  0.183
C -3.371 1.024 1.175  -0.319
C -2.776 -1.570 0.089  0.214
C -3.879 -2.282 -0.380  -0.283
C -4.337 -3.340 0.380  -0.040
Br -5.836 -4.331 -0.196  0.083
C -3.707 -3.670 1.568  -0.289
C -2.602 -2.916 1.929  0.056
N -2.132 -1.908 1.201  -0.443
H -2.934 4.337 1.726  0.238
H -1.763 4.050 -0.447  0.201
H -3.828 0.147 1.612  0.242
H -4.361 -1.999 -1.305  0.244
H -4.058 -4.486 2.182  0.237
H -2.056 -3.149 2.836  0.202
C -2.283 -0.345 -0.627  -0.151
C -2.099 -0.517 -2.094  -0.014
C -2.509 0.423 -3.048  -0.201
C -2.322 0.179 -4.397  -0.226
C -1.719 -0.999 -4.823  -0.177
C -1.315 -1.939 -3.890  -0.213
C -1.511 -1.703 -2.540  -0.178
H -2.972 1.343 -2.726  0.228
H -2.650 0.912 -5.124  0.214
H -1.567 -1.180 -5.879  0.213
H -0.836 -2.855 -4.211  0.220
H -1.177 -2.437 -1.815  0.223